Entry 1:
{
  "formula": "C36H40BCaNP2",
  "method": "the ωB97M-V functional and the def2-TZVPD basis",
  "charge": 0,
  "e_above_lowest_kj_mol": 85.5,
  "orbital_gap_ev": 6.54,
  "homo_energy_ev": -6.81,
  "species": ["Ca", "C", "C", "C", "C", "C", "C", "C", "C", "C", "H", "H", "H", "H", "H", "H", "H", "H", "H", "H", "H", "H", "H", "H", "H", "P", "P", "C", "C", "C", "C", "C", "C", "C", "C", "C", "C", "C", "C", "C", "C", "C", "C", "C", "C", "C", "C", "C", "C", "C", "C", "C", "C", "H", "H", "H", "H", "H", "H", "H", "H", "H", "H", "H", "H", "H", "H", "H", "H", "H", "H", "H", "H", "H", "H", "B", "C", "N", "H", "H", "H"],
  "coordinates": [[0.00, 0.00, 0.00], [-1.91, 0.86, -7.61], [-1.92, -0.41, -7.19], [-1.04, -1.57, -7.58], [0.29, -1.24, -8.29], [1.20, -0.37, -7.47], [1.21, 0.96, -7.35], [0.34, 2.00, -8.00], [-1.00, 1.52, -8.61], [1.40, 0.48, 1.51], [-2.64, 1.52, -7.15], [-2.67, -0.67, -6.44], [-1.62, -2.26, -8.22], [-0.81, -2.14, -6.67], [0.80, -2.20, -8.49], [0.10, -0.80, -9.27], [1.93, -0.92, -6.86], [1.96, 1.38, -6.68], [0.92, 2.52, -8.77], [0.11, 2.76, -7.24], [-1.51, 2.40, -9.02], [-0.80, 0.86, -9.46], [1.19, 1.46, 1.95], [2.43, 0.50, 1.11], [1.36, -0.28, 2.30], [-1.48, -0.52, -1.64], [1.55, 0.01, -1.66], [-0.56, -0.76, -3.21], [0.76, -0.55, -3.21], [-2.48, -2.04, -1.52], [-2.84, -2.79, -2.65], [-3.56, -3.97, -2.50], [-3.93, -4.41, -1.22], [-3.58, -3.66, -0.10], [-2.85, -2.48, -0.25], [-2.68, 0.77, -2.11], [-2.29, 2.12, -2.10], [-3.22, 3.13, -2.32], [-4.56, 2.80, -2.56], [-4.96, 1.47, -2.55], [-4.03, 0.45, -2.33], [3.03, -1.04, -1.53], [2.94, -2.33, -0.98], [4.09, -3.09, -0.79], [5.34, -2.57, -1.13], [5.44, -1.28, -1.67], [4.29, -0.52, -1.87], [2.21, 1.64, -2.17], [2.42, 2.60, -1.16], [2.87, 3.88, -1.50], [3.11, 4.21, -2.83], [2.91, 3.25, -3.84], [2.46, 1.98, -3.51], [-1.09, -1.05, -4.11], [1.36, -0.67, -4.11], [-2.56, -2.45, -3.64], [-3.84, -4.55, -3.38], [-4.50, -5.32, -1.11], [-3.88, -3.99, 0.89], [-2.57, -1.88, 0.61], [-1.25, 2.37, -1.90], [-2.91, 4.17, -2.32], [-5.29, 3.59, -2.73], [-6.00, 1.21, -2.73], [-4.35, -0.58, -2.33], [1.97, -2.73, -0.70], [4.02, -4.09, -0.37], [6.24, -3.17, -0.98], [6.41, -0.87, -1.93], [4.37, 0.48, -2.28], [2.24, 2.32, -0.13], [3.03, 4.61, -0.72], [3.46, 5.20, -3.09], [3.10, 3.51, -4.87], [2.32, 1.23, -4.29], [-2.02, -0.15, 4.45], [-1.77, -0.07, 2.93], [-1.45, -0.02, 1.82], [-3.16, -0.07, 4.79], [-1.24, 0.57, 4.99], [-1.40, -1.07, 4.87]],
  "lowdin_charge": [0.878, -0.100, -0.121, -0.190, -0.194, -0.106, -0.112, -0.186, -0.196, -0.418, 0.100, 0.092, 0.115, 0.101, 0.108, 0.097, 0.096, 0.082, 0.115, 0.111, 0.108, 0.096, -0.031, -0.062, -0.028, 0.876, 0.861, -0.271, -0.278, -0.372, -0.096, -0.074, -0.073, -0.061, -0.080, -0.339, -0.090, -0.074, -0.075, -0.069, -0.070, -0.344, -0.087, -0.075, -0.076, -0.071, -0.072, -0.365, -0.080, -0.064, -0.074, -0.073, -0.090, 0.060, 0.070, 0.090, 0.105, 0.106, 0.112, 0.075, 0.098, 0.107, 0.106, 0.107, 0.098, 0.104, 0.107, 0.105, 0.106, 0.098, 0.079, 0.110, 0.106, 0.103, 0.081, -0.440, -0.239, -0.032, -0.010, -0.004, -0.008]
}

=====

Entry 2:
{
  "formula": "C36H40Cl2IrN5O2Se2Si2",
  "method": "the ωB97M-V functional and the def2-TZVPD basis",
  "charge": 0,
  "orbital_gap_ev": [5.65, 5.66],
  "homo_energy_ev": [-6.60, -6.60],
  "species": ["Ir", "Se", "Se", "C", "C", "C", "C", "C", "N", "C", "C", "C", "C", "C", "N", "H", "H", "H", "H", "H", "H", "H", "H", "C", "Si", "C", "C", "N", "C", "C", "C", "C", "C", "C", "N", "Si", "C", "C", "C", "H", "H", "H", "H", "H", "H", "H", "H", "H", "H", "H", "H", "H", "H", "H", "H", "H", "H", "H", "H", "H", "H", "Cl", "C", "C", "C", "C", "C", "Cl", "C", "N", "C", "C", "C", "C", "C", "C", "C", "C", "O", "O", "H", "H", "H", "H", "H", "H", "H", "H", "H", "H"],
  "coordinates": [[0.20, -0.41, 1.40], [2.14, 2.96, 2.07], [0.65, 2.52, 3.75], [-0.98, 2.16, 2.80], [-1.99, 3.11, 2.95], [-3.23, 2.88, 2.39], [-3.44, 1.71, 1.70], [-2.39, 0.81, 1.59], [-1.18, 1.01, 2.13], [3.04, 1.26, 2.00], [4.42, 1.31, 1.82], [5.14, 0.13, 1.89], [4.47, -1.04, 2.19], [3.10, -1.00, 2.33], [2.38, 0.13, 2.20], [-1.77, 4.02, 3.49], [-4.02, 3.62, 2.49], [-4.38, 1.48, 1.21], [-2.50, -0.10, 1.02], [4.91, 2.26, 1.67], [6.22, 0.14, 1.75], [4.99, -1.98, 2.29], [2.53, -1.90, 2.53], [1.88, -0.14, -2.09], [1.92, -1.80, -1.27], [3.75, -2.20, -1.05], [1.05, -2.94, -2.48], [1.11, -1.91, 0.32], [0.96, -3.13, 0.89], [1.53, -4.33, 0.38], [1.30, -5.54, 0.97], [0.48, -5.62, 2.11], [-0.04, -4.48, 2.67], [0.21, -3.20, 2.11], [-0.21, -2.02, 2.64], [-0.64, -1.77, 4.34], [0.79, -0.89, 5.17], [-2.25, -0.83, 4.56], [-0.94, -3.28, 5.43], [2.44, -0.25, -3.02], [2.34, 0.65, -1.50], [0.86, 0.15, -2.35], [4.19, -2.49, -2.01], [3.97, -2.99, -0.33], [4.27, -1.30, -0.71], [1.36, -2.68, -3.50], [-0.03, -2.77, -2.42], [1.23, -4.01, -2.34], [2.16, -4.30, -0.49], [1.74, -6.44, 0.56], [0.26, -6.58, 2.56], [-0.68, -4.58, 3.52], [1.41, -0.34, 4.47], [1.41, -1.63, 5.69], [0.44, -0.18, 5.93], [-2.31, 0.15, 4.10], [-2.41, -0.70, 5.63], [-3.08, -1.44, 4.18], [-0.07, -3.94, 5.53], [-1.81, -3.88, 5.14], [-1.15, -2.87, 6.42], [-0.27, 3.68, -5.81], [-1.09, 2.17, -6.05], [-1.26, 1.71, -7.35], [-1.82, 0.47, -7.59], [-2.19, -0.33, -6.51], [-2.04, 0.15, -5.23], [-2.52, -0.87, -3.90], [-1.51, 1.42, -4.94], [-1.35, 1.85, -3.64], [-1.77, 3.10, -3.16], [-2.80, 3.80, -3.77], [-3.26, 4.99, -3.22], [-2.71, 5.46, -2.04], [-1.66, 4.77, -1.45], [-1.16, 3.60, -2.01], [0.01, 2.89, -1.39], [-0.33, 1.56, -0.73], [-1.37, 0.96, -1.00], [0.57, 1.14, 0.08], [-0.92, 2.34, -8.17], [-1.94, 0.11, -8.60], [-2.61, -1.31, -6.66], [-1.44, 1.12, -2.94], [-3.25, 3.41, -4.67], [-4.06, 5.53, -3.70], [-3.07, 6.38, -1.59], [-1.21, 5.14, -0.54], [0.49, 3.53, -0.65], [0.77, 2.66, -2.15]],
  "lowdin_charge": [1.269, 0.711, 0.712, -0.631, -0.105, -0.040, -0.024, -0.147, -0.132, -0.633, -0.103, -0.053, -0.049, -0.127, -0.038, 0.096, 0.115, 0.119, 0.110, 0.100, 0.115, 0.116, 0.104, -0.161, 0.463, -0.164, -0.158, -0.173, -0.343, -0.070, -0.097, -0.099, -0.050, -0.326, -0.182, 0.454, -0.179, -0.162, -0.196, 0.049, 0.033, 0.023, 0.036, 0.022, 0.019, 0.035, 0.032, 0.021, 0.066, 0.099, 0.099, 0.063, -0.034, 0.033, 0.030, -0.004, 0.038, 0.040, 0.035, 0.034, 0.037, 0.735, -0.583, -0.116, -0.092, -0.115, -0.569, 0.725, -0.305, 0.074, -0.235, -0.041, -0.086, -0.095, -0.040, -0.159, -0.037, -0.649, 0.002, -0.277, 0.102, 0.104, 0.102, 0.056, 0.116, 0.101, 0.096, 0.109, 0.098, 0.130]
}